(1)
Below is C28H49BrNOP3Ru as an isolated structure, with properties calculated with the ωB97M-V functional and the def2-TZVPD basis.

* <S²>: 6.13
* charge: +4
* multiplicity: 5
* E_tot: -133815.1335 eV

Cartesian coordinates (Å):
N (-5.5532, -1.7523, 4.1493)
C (-4.4864, -1.2006, 4.7059)
C (-3.7750, -0.1709, 4.0839)
C (-4.1756, 0.2757, 2.8061)
C (-5.3670, -0.2914, 2.2744)
C (-6.0052, -1.3186, 2.9878)
C (-3.3952, 1.2447, 2.0507)
Ru (-0.8282, 0.5816, -3.4513)
P (4.0389, -0.0434, -2.4917)
C (-3.7847, 1.7209, 0.8294)
C (-2.8602, 2.0810, -0.2193)
C (-3.3084, 2.1318, -1.5598)
C (-2.3574, 2.1194, -2.6128)
C (-1.0249, 1.9821, -2.1747)
C (-0.5143, 2.2648, -0.9144)
C (-1.4770, 2.3078, 0.0842)
Br (1.0981, -0.0948, -4.7363)
H (-2.4793, 1.6323, 2.5070)
H (-4.8311, 1.8700, 0.5671)
H (-2.8986, 0.2471, 4.5735)
H (-5.7763, 0.0232, 1.3144)
H (-4.1748, -1.5793, 5.6786)
H (-6.9064, -1.7843, 2.5926)
H (-4.3780, 2.1152, -1.8169)
H (-1.1680, 2.4467, 1.1190)
H (-2.6276, 2.3391, -3.6520)
H (0.5616, 2.2972, -0.7861)
P (-0.5390, -1.2135, -2.2354)
C (3.3315, 1.6663, -2.4722)
C (4.1907, 2.9355, -2.5878)
H (2.7353, 1.7368, -1.5515)
H (2.6042, 1.6260, -3.3010)
H (3.9031, 3.6704, -1.8189)
H (5.2636, 2.7460, -2.4614)
H (4.0340, 3.4485, -3.5492)
C (5.1143, -0.0967, -3.9782)
C (5.0770, 1.0204, -5.0180)
H (4.7341, -1.0110, -4.4814)
H (6.1457, -0.2929, -3.6748)
H (4.2125, 0.9582, -5.6911)
H (5.0831, 2.0227, -4.5842)
H (5.9690, 0.9248, -5.6492)
C (4.7026, -0.3255, -0.8029)
C (6.1405, 0.1362, -0.6749)
H (4.6113, -1.4134, -0.6484)
H (4.0387, 0.1492, -0.0636)
H (6.6055, -0.3033, 0.2125)
H (6.7318, -0.1639, -1.5450)
H (6.1955, 1.2211, -0.5613)
C (0.8493, -1.7255, -1.1535)
C (1.4347, -3.1249, -1.3170)
H (0.5805, -1.5637, -0.0987)
H (1.6498, -0.9819, -1.3410)
H (0.6565, -3.8826, -1.4352)
H (2.1183, -3.1827, -2.1808)
H (2.0275, -3.4143, -0.4330)
C (-0.8668, -2.3880, -3.5950)
C (-1.8361, -1.7560, -4.6022)
H (-1.2532, -3.3238, -3.1654)
H (0.1016, -2.6119, -4.0605)
H (-1.4437, -1.8566, -5.6149)
H (-2.7979, -2.2718, -4.5798)
H (-2.0209, -0.6806, -4.3967)
C (-2.1407, -1.3116, -1.3335)
C (-2.0582, -1.4786, 0.1771)
H (-2.6790, -2.1562, -1.7829)
H (-2.7024, -0.4008, -1.5969)
H (-3.0478, -1.3391, 0.6222)
H (-1.7221, -2.4861, 0.4417)
H (-1.3757, -0.7641, 0.6435)
C (0.7246, 1.6465, 3.9208)
P (1.2344, 0.1722, 3.0125)
C (3.0381, 0.1775, 2.9021)
C (0.8375, -1.2033, 4.1264)
O (0.5803, 0.0765, 1.6678)
H (-0.3698, 1.7144, 3.8934)
H (1.1499, 2.5306, 3.4328)
H (1.0570, 1.6130, 4.9658)
H (3.4805, 0.0753, 3.8999)
H (3.3658, -0.6601, 2.2738)
H (3.3683, 1.1193, 2.4501)
H (-0.2530, -1.2806, 4.2467)
H (1.2272, -2.1411, 3.7060)
H (1.3038, -1.0141, 5.1043)

Mulliken population analysis, charges in e, atoms 1 to 6: 0.094 -0.511 -0.351 0.809 -0.191 -0.532



(2)
Below is C28H49ClMgN7O4 as an isolated structure, with properties calculated with the ωB97M-V functional and the def2-TZVPD basis.

* <S²>: 0.76
* charge: +2
* relative energy (zero: lowest compared OMol25 entry of this formula, charge and spin): 85.7 kcal/mol
* multiplicity: 2
* E_tot: -66389.9218 eV

Cartesian coordinates (Å):
Mg (-2.0060, 3.8503, 0.2030)
Cl (-0.0814, 0.7156, -0.0150)
O (-0.1652, -0.2254, 1.0959)
O (1.2995, 0.7427, -0.3827)
O (-0.8928, 0.3313, -1.1062)
O (-0.5518, 1.9702, 0.3943)
C (1.7902, -3.3990, 1.3555)
C (1.4469, -3.4278, -0.0977)
C (2.6768, -3.6929, -0.9996)
C (3.3701, -4.9522, -0.9027)
N (3.8921, -5.9885, -0.8490)
H (2.2113, -2.4037, 1.4971)
H (2.2840, -4.2803, 1.7647)
H (0.8613, -3.4990, 1.9170)
H (1.0658, -2.4370, -0.3451)
H (0.6455, -4.0739, -0.4559)
H (3.4432, -2.9514, -0.7742)
H (2.3147, -3.6118, -2.0245)
C (0.1731, 0.5466, 5.6826)
C (-1.0967, 0.6950, 4.8156)
C (-1.5589, -0.6483, 4.2094)
C (-2.7549, -0.5414, 3.3736)
N (-3.6644, -0.3731, 2.7684)
H (1.0654, 0.3496, 5.0884)
H (0.1647, -0.4229, 6.1806)
H (0.3040, 1.3040, 6.4555)
H (-0.7819, 1.4435, 4.0884)
H (-1.8261, 1.2339, 5.4202)
H (-1.7244, -1.4466, 4.9328)
H (-0.7918, -1.0539, 3.5497)
C (5.6111, 1.6555, 2.0478)
C (4.3314, 0.8619, 1.9495)
C (3.8435, 0.2944, 3.3007)
C (3.6443, 1.3347, 4.3500)
N (3.4458, 2.1882, 5.1078)
H (6.4605, 1.0722, 2.4034)
H (5.4496, 2.5276, 2.6814)
H (5.9136, 1.8922, 1.0278)
H (4.5926, 0.0376, 1.2859)
H (3.5690, 1.4489, 1.4373)
H (4.6984, -0.3206, 3.5820)
H (2.9122, -0.2491, 3.1408)
C (-2.9658, -4.8241, -2.8156)
C (-2.1073, -3.7223, -2.1758)
C (-2.8450, -2.9860, -1.1552)
C (-2.7576, -3.4406, 0.2867)
N (-2.6352, -3.7718, 1.4094)
H (-3.0880, -5.6182, -2.0789)
H (-2.5521, -5.5603, -3.5048)
H (-3.9962, -4.5557, -3.0488)
H (-1.8156, -2.9806, -2.9194)
H (-1.0817, -4.0203, -1.9579)
H (-3.8928, -3.0438, -1.4497)
H (-2.6971, -1.9073, -1.1034)
C (1.5092, -0.5678, -5.5492)
C (0.0206, -0.2893, -5.2411)
C (-0.7032, -1.3523, -4.4739)
C (-2.1730, -1.1181, -4.2634)
N (-3.3285, -0.9844, -4.1391)
H (2.1071, 0.1428, -6.1198)
H (1.7334, -1.5344, -6.0002)
H (1.9830, -0.6489, -4.5709)
H (-0.4683, -0.1373, -6.2033)
H (-0.0774, 0.5996, -4.6179)
H (-0.3348, -1.3783, -3.4483)
H (-0.6648, -2.3590, -4.8900)
C (-6.3261, 2.2804, -2.7119)
C (-5.4405, 0.9778, -2.6443)
C (-5.0348, 0.6663, -1.1682)
C (-4.1303, 1.6946, -0.6315)
N (-3.4013, 2.5100, -0.2926)
H (-6.1182, 2.9463, -1.8743)
H (-7.3746, 1.9949, -2.6278)
H (-6.1566, 2.9076, -3.5871)
H (-4.4571, 0.9614, -3.1141)
H (-6.0317, 0.1239, -2.9752)
H (-4.4697, -0.2633, -1.1007)
H (-5.9406, 0.3890, -0.6290)
C (2.9395, 5.1745, 2.5696)
C (3.5035, 4.9765, 1.1993)
C (2.5839, 5.5406, 0.0762)
C (1.1148, 5.1577, 0.1907)
N (0.0000, 4.8763, 0.2783)
H (2.2619, 6.0169, 2.4312)
H (3.6088, 5.3528, 3.4113)
H (2.2289, 4.4106, 2.8852)
H (3.6878, 3.9175, 1.0182)
H (4.5554, 5.2466, 1.1060)
H (2.8631, 5.0977, -0.8798)
H (2.7806, 6.6048, -0.0537)

Mulliken population analysis, charges in e, atoms 1 to 6: 1.162 1.013 -0.061 -0.347 -0.399 -0.503



Question: The highest <S²> belongs to which entry?
Answer: C28H49BrNOP3Ru



Question: <S²> of number 2 (C28H49ClMgN7O4)?
Answer: 0.76



Question: Number 2 is which compound?
Answer: C28H49ClMgN7O4